Model w:
This record from OMol25 describes an isolated molecule of C4H5NS. The level of theory is wB97M-V/def2-TZVPD.

Last column: natural (NBO) charge in e.
Cartesian coordinates (Å):
C  0.801  1.464  -0.964  0.1338
C  -1.026  0.405  0.134  -0.2508
C  1.193  -0.970  0.372  -0.3314
C  -0.225  -0.856  0.542  -0.3379
N  -0.378  1.341  -0.695  -0.4115
S  0.374  -1.935  -0.829  0.1400
H  1.306  2.163  -1.590  0.1793
H  -1.947  0.094  -0.370  0.2188
H  -1.319  0.929  1.050  0.2156
H  1.990  -1.266  1.018  0.2170
H  -0.767  -1.370  1.332  0.2271

Values from the calculation:
gap between HOMO and LUMO (spin up / spin down)	8.143 / 7.368	eV
spin multiplicity	1
total charge	0

Model x:
This record from OMol25 describes an isolated molecule of C4H5NS. The level of theory is wB97M-V/def2-TZVPD.

Last column: natural (NBO) charge in e.
Cartesian coordinates (Å):
N  -2.957  -1.157  0.138  -0.3058
C  -2.026  -0.538  -0.159  0.2858
C  -0.883  0.306  -0.336  -0.5259
C  0.310  -0.151  0.455  -0.3340
C  1.647  0.307  0.013  -0.4460
S  1.237  -1.516  -0.156  0.1089
H  -1.173  1.292  0.049  0.2548
H  -0.572  0.397  -1.386  0.2576
H  0.255  -0.184  1.523  0.2368
H  1.763  0.833  -0.940  0.2304
H  2.401  0.411  0.799  0.2374

Values from the calculation:
SMILES	N#CC[C@@H]1CS1
gap between HOMO and LUMO	9.980	eV
spin multiplicity	1
total charge	0

Computed energies relative to the best structure, in eV: model w 3.752; model x 0.000

Model w:
This record from OMol25 describes an isolated molecule of C7H15N. The level of theory is wB97M-V/def2-TZVPD.

Last column: natural (NBO) charge in e.
Cartesian coordinates (Å):
C  -0.823  1.171  -1.383  -0.6165
C  -0.946  -1.352  -1.328  -0.6119
C  -0.908  1.093  1.634  -0.7047
C  -0.511  -0.091  -0.591  -0.1448
C  -0.808  -0.131  0.809  0.1376
H  -1.241  -1.033  1.224  0.2062
H  -1.870  1.464  -1.307  0.2128
H  -0.564  1.073  -2.438  0.2283
H  -0.246  2.014  -1.004  0.2136
H  -0.425  -2.216  -0.909  0.2143
H  -2.016  -1.535  -1.212  0.2087
H  -0.705  -1.311  -2.391  0.2204
H  -1.014  0.878  2.697  0.2325
H  -0.062  1.754  1.385  0.2456
H  -1.824  1.644  1.393  0.2487
C  1.693  -1.048  1.201  -0.7105
C  1.327  -0.222  -0.355  0.1361
N  2.070  0.842  -0.444  -0.8629
H  1.619  1.751  -0.396  0.3463
H  1.545  -1.108  -0.952  0.2032
H  1.615  -0.416  2.080  0.1976
H  1.340  -2.073  1.305  0.1824
H  2.754  -1.147  0.981  0.2172

Values from the calculation:
gap between HOMO and LUMO (spin up / spin down)	6.038 / 6.115	eV
spin multiplicity	1
total charge	0

Model x:
This record from OMol25 describes an isolated molecule of C7H15N. The level of theory is wB97M-V/def2-TZVPD.

Last column: natural (NBO) charge in e.
Cartesian coordinates (Å):
C  -2.964  0.658  0.377  -0.6395
C  -1.797  1.151  -0.388  -0.2001
C  -1.059  0.366  -1.189  -0.1762
C  0.321  0.725  -1.709  -0.4549
C  1.525  0.111  -0.925  -0.4088
C  1.127  -0.331  0.579  -0.0269
C  0.852  -1.827  0.820  -0.6213
N  2.017  0.099  1.636  -0.8839
H  -2.755  0.717  1.501  0.2148
H  -4.001  1.288  0.306  0.2155
H  -3.044  -0.375  0.305  0.2124
H  -1.547  2.168  -0.141  0.2004
H  -1.369  -0.750  -1.422  0.1980
H  0.269  0.486  -2.784  0.2169
H  0.508  1.802  -1.753  0.2144
H  2.024  -0.801  -1.412  0.2001
H  2.387  0.793  -0.871  0.2190
H  0.089  0.207  0.759  0.1869
H  0.603  -1.922  1.796  0.2032
H  1.725  -2.408  0.587  0.1944
H  0.219  -2.035  -0.032  0.2040
H  3.013  0.091  1.365  0.3609
H  1.855  -0.215  2.596  0.3707

Values from the calculation:
SMILES	C/C=C/CC[C@@H](C)N
gap between HOMO and LUMO	9.443	eV
spin multiplicity	1
total charge	0

Model y:
This record from OMol25 describes an isolated molecule of C7H15N. The level of theory is wB97M-V/def2-TZVPD.

Last column: natural (NBO) charge in e.
Cartesian coordinates (Å):
C  -2.663  -0.042  0.263  -0.6666
C  -1.725  -0.596  -0.676  -0.1914
C  -0.380  -0.631  -0.948  -0.1839
C  0.816  -0.219  -0.016  -0.0956
C  1.910  -1.165  -0.445  -0.6051
C  0.422  -0.530  1.517  -0.6139
C  1.248  1.217  -0.199  -0.2309
N  0.066  2.062  -0.061  -0.8329
H  -3.543  0.521  -0.266  0.2247
H  -3.105  -0.841  0.900  0.2312
H  -2.183  0.682  0.965  0.2293
H  -2.245  -0.836  -1.558  0.1883
H  -0.032  -0.786  -1.961  0.2004
H  1.612  -2.206  -0.421  0.2215
H  2.717  -1.058  0.395  0.2066
H  2.347  -0.842  -1.476  0.2057
H  -0.265  0.123  1.933  0.2145
H  1.247  -0.501  2.303  0.2071
H  0.031  -1.611  1.581  0.2053
H  2.118  1.419  0.362  0.1989
H  1.737  1.091  -1.171  0.1537
H  0.479  3.021  -0.305  0.3616
H  -0.610  1.729  -0.718  0.3716

Values from the calculation:
SMILES	C/C=C\C(C)(C)CN
gap between HOMO and LUMO	9.920	eV
spin multiplicity	1
total charge	0

Computed energies relative to the best structure, in eV: model w 3.012; model x 0.209; model y 0.000

Model w:
This record from OMol25 describes the ion C7H10N3S with charge +1. The level of theory is wB97M-V/def2-TZVPD.

Last column: natural (NBO) charge in e.
Cartesian coordinates (Å):
C  3.006  1.442  0.777  -0.2729
C  1.833  0.727  1.052  -0.1176
C  3.698  0.718  -0.142  -0.3216
C  1.593  -0.374  0.226  -0.3650
C  0.494  -1.230  0.070  0.1396
C  -2.219  -0.739  -0.307  0.0138
C  -3.132  0.571  -0.034  -0.6332
N  -0.414  -1.293  1.052  -0.0875
N  -1.628  -1.230  1.019  0.0058
N  -1.081  -0.560  -1.167  -0.7457
S  3.008  -0.740  -0.737  0.5265
H  3.363  2.317  1.451  0.2818
H  0.980  1.124  1.611  0.2385
H  4.689  0.915  -0.665  0.2682
H  0.663  -2.279  -0.326  0.2740
H  -2.805  -1.589  -0.677  0.2383
H  -3.427  0.415  1.018  0.2472
H  -4.010  0.658  -0.654  0.2462
H  -2.581  1.618  -0.140  0.2288
H  -0.693  0.370  -1.256  0.4039
H  -1.337  -0.842  -2.173  0.4309

Values from the calculation:
gap between HOMO and LUMO	8.325	eV
spin multiplicity	1
total charge	+1

Model x:
This record from OMol25 describes a structure of composition C7H10N3S. The level of theory is wB97M-V/def2-TZVPD.

Last column: natural (NBO) charge in e.
Cartesian coordinates (Å):
C  -1.358  2.317  -1.369  -0.3952
C  -2.079  1.418  -2.212  0.1417
C  -1.038  -0.640  -1.327  -0.1607
C  -0.229  -0.024  -0.475  0.2880
C  -0.397  1.960  -0.471  -0.0734
C  1.129  -1.220  1.172  0.5175
C  2.550  -1.517  1.403  -0.6530
N  -1.918  0.078  -2.190  -0.4294
N  0.282  -1.631  2.088  -0.7615
N  0.830  -0.579  0.116  -0.5602
S  0.452  2.936  0.639  0.1829
H  -1.682  3.342  -1.170  0.2476
H  -2.930  1.970  -2.666  0.2547
H  -1.213  -1.674  -1.272  0.2369
H  3.168  -0.510  1.253  0.2613
H  2.900  -2.312  0.787  0.2565
H  2.589  -1.964  2.406  0.2163
H  -2.527  -0.455  -2.784  0.4374
H  0.621  -2.233  2.781  0.3998
H  -0.659  -1.345  2.302  0.4176
H  1.511  2.085  0.987  0.1750

Values from the calculation:
gap between HOMO and LUMO	7.709	eV
spin multiplicity	1
total charge	+1

Computed energies relative to the best structure, in eV: model w 0.653; model x 0.000

Model w:
This record from OMol25 describes an isolated molecule of C3H6S2. The level of theory is wB97M-V/def2-TZVPD.

Last column: natural (NBO) charge in e.
Cartesian coordinates (Å):
C  1.348  0.774  -0.500  -0.6815
C  0.374  -0.391  -0.148  -0.0795
S  0.656  -1.937  -0.168  0.0664
C  -0.929  0.039  0.553  -0.6301
S  -2.252  -0.550  -0.459  -0.0095
H  2.428  0.486  -0.743  0.2422
H  1.423  1.222  0.532  0.2255
H  0.929  1.550  -1.162  0.2378
H  -0.920  1.132  0.697  0.2307
H  -0.836  -0.426  1.487  0.2430
H  -2.223  -1.899  -0.089  0.1551

Values from the calculation:
SMILES	CC(=S)CS
gap between HOMO and LUMO	8.679	eV
spin multiplicity	1
total charge	0

Model x:
This record from OMol25 describes an isolated molecule of C3H6S2. The level of theory is wB97M-V/def2-TZVPD.

Last column: natural (NBO) charge in e.
Cartesian coordinates (Å):
C  -0.620  0.459  0.000  -0.4242
C  0.460  0.439  1.043  -0.5166
S  1.191  -1.270  1.151  0.0507
S  -0.007  -2.058  -0.367  0.0888
C  -0.097  -0.427  -1.155  -0.5227
H  -1.587  0.010  0.347  0.2208
H  -0.720  1.502  -0.319  0.2181
H  0.041  0.800  1.974  0.2247
H  1.234  1.178  0.755  0.2125
H  -0.800  -0.482  -1.965  0.2298
H  0.905  -0.152  -1.463  0.2180

Values from the calculation:
SMILES	C1CSSC1
gap between HOMO and LUMO	8.711	eV
spin multiplicity	1
total charge	0

Computed energies relative to the best structure, in eV: model w 1.192; model x 0.000

Model w:
This record from OMol25 describes an isolated molecule of C8H15NO. The level of theory is wB97M-V/def2-TZVPD.

Last column: natural (NBO) charge in e.
Cartesian coordinates (Å):
C  -1.405  1.704  -0.670  -0.4014
N  -0.288  0.879  -0.236  -0.4966
C  0.948  0.398  -0.919  -0.0780
C  0.332  -0.534  -1.903  -0.4556
C  -1.198  -0.815  -1.200  -0.3908
C  -0.829  -0.355  0.056  -0.1062
C  -0.750  -0.439  1.660  -0.3905
C  0.673  -0.102  1.843  0.1004
O  1.279  -1.136  2.633  -0.7406
C  1.704  0.059  0.474  -0.4267
H  -1.374  1.731  -1.856  0.1559
H  -1.198  2.675  -0.579  0.1939
H  -2.405  1.507  -0.364  0.2172
H  1.790  1.110  -1.377  0.2201
H  0.483  -0.166  -2.889  0.2246
H  0.705  -1.656  -2.236  0.2146
H  -2.012  -0.373  -1.977  0.2005
H  -1.556  -1.861  -1.108  0.2099
H  0.061  -1.047  0.107  0.2348
H  -0.927  -1.522  1.898  0.2213
H  -1.450  0.141  2.288  0.2145
H  0.700  0.741  2.520  0.1770
H  2.162  -0.944  2.825  0.4657
H  2.466  0.983  0.559  0.2243
H  2.087  -0.976  0.452  0.2116

Values from the calculation:
SMILES	CN1[C@@H]2CC[C@@H]1CC(O)C2
gap between HOMO and LUMO	8.993	eV
spin multiplicity	1
total charge	0

Model x:
This record from OMol25 describes a cluster of 2 separate species, C8H15NO in total. The level of theory is wB97M-V/def2-TZVPD.

Last column: natural (NBO) charge in e.
Cartesian coordinates (Å):
C  1.939  0.056  -0.690  -0.5350
C  0.683  0.452  -0.832  0.2167
C  -0.452  2.750  -0.641  -0.4140
C  0.441  2.792  -1.904  -0.4031
C  -0.146  1.487  -1.435  -0.3577
C  -0.279  -0.638  2.663  -0.6410
C  0.235  -2.935  -0.765  -0.2680
C  -1.172  -0.568  1.414  -0.2644
N  -0.596  -1.150  0.173  -0.1588
O  0.329  -2.161  0.383  -0.4124
H  1.949  -0.965  -0.121  0.2487
H  2.809  0.562  -1.065  0.2243
H  -0.211  2.812  0.425  0.2226
H  -1.440  3.128  -0.624  0.2091
H  -0.156  3.182  -2.694  0.2292
H  1.416  3.102  -1.637  0.2341
H  -1.101  1.089  -2.014  0.2475
H  -0.339  -1.642  3.123  0.2205
H  0.731  -0.244  2.313  0.2183
H  -0.586  0.201  3.430  0.2107
H  0.170  -2.350  -1.789  0.2104
H  -0.720  -3.650  -0.568  0.1762
H  1.095  -3.691  -0.723  0.1897
H  -2.040  -1.081  1.781  0.1880
H  -1.416  0.416  0.992  0.2086

Values from the calculation:
gap between HOMO and LUMO (spin up / spin down)	8.708 / 8.430	eV
spin multiplicity	1
total charge	0

Computed energies relative to the best structure, in eV: model w 0.000; model x 0.214

Model w:
This record from OMol25 describes a structure of composition C4H4O3. The level of theory is wB97M-V/def2-TZVPD.

Last column: natural (NBO) charge in e.
Cartesian coordinates (Å):
O  0.352  -2.165  0.920  -0.5116
C  0.183  -0.989  0.847  0.7620
O  0.075  -0.071  1.854  -0.4694
C  -0.239  1.014  0.933  -0.0800
C  0.040  0.079  -0.232  -0.0679
C  -0.116  -0.213  -2.325  0.2109
O  -0.928  -0.031  -1.254  -0.5161
H  0.452  1.852  1.044  0.2000
H  -1.278  1.332  1.029  0.2075
H  0.475  -1.143  -2.081  0.0533
H  0.983  0.337  -0.737  0.2113

Values from the calculation:
gap between HOMO and LUMO (spin up / spin down)	8.653 / 8.653	eV
spin multiplicity	1
total charge	0

Model x:
This record from OMol25 describes an isolated molecule of C4H4O3. The level of theory is wB97M-V/def2-TZVPD.

Last column: natural (NBO) charge in e.
Cartesian coordinates (Å):
C  -1.633  0.271  -0.471  -0.7253
C  -0.415  -0.592  -0.308  0.5137
O  -0.167  -1.588  -0.950  -0.4945
C  0.612  -0.222  0.770  0.4048
O  0.345  -0.241  1.949  -0.4677
C  2.014  0.165  0.301  0.3555
O  2.154  1.138  -0.397  -0.4718
H  -1.974  0.667  0.488  0.2443
H  -2.431  -0.293  -0.959  0.2458
H  -1.365  1.122  -1.111  0.2547
H  2.861  -0.427  0.688  0.1406

Values from the calculation:
SMILES	CC(=O)C(=O)C=O
gap between HOMO and LUMO	9.400	eV
spin multiplicity	1
total charge	0

Computed energies relative to the best structure, in eV: model w 3.815; model x 0.000